Entry 1:
Here is a molecular structure, C16H28Cl2MgN4O8 at a distorted geometry from the OMol25 dataset. Energies are from ωB97M-V/def2-TZVPD.

ORCA input file:
```
! RIJCOSX wB97M-V def2-TZVPD def2/J DEFGRID3
* xyz 0 1
Mg -0.35095 0.79311 -0.10044
Cl -2.61152 0.82396 2.53292
O -3.40542 -0.23976 2.02778
O -1.97881 0.47434 3.76397
O -1.57200 1.10030 1.55905
O -3.42315 1.99684 2.65696
Cl 0.28155 4.34709 0.04150
O 0.51999 2.90120 0.00405
O -1.06875 4.53768 -0.47055
O 0.40936 4.86243 1.37297
O 1.27901 4.96899 -0.78873
C 3.88778 -1.97001 4.43099
C 2.94897 -0.98571 3.72567
C 3.01795 -1.06623 2.22796
C 1.95302 -0.35334 1.53790
N 1.13680 0.27934 1.04858
H 4.92212 -1.73006 4.17020
H 3.83803 -3.02701 4.13334
H 3.73384 -2.04640 5.50496
H 3.35226 -0.00169 3.97831
H 1.94503 -1.06432 4.13639
H 3.05875 -2.09753 1.85468
H 3.95863 -0.66687 1.83004
C 4.31944 0.20124 -1.42901
C 4.10319 0.38556 -2.92174
C 2.75534 -0.13485 -3.42396
C 1.60622 0.34624 -2.61993
N 0.74339 0.77501 -2.00729
H 4.50740 -0.82105 -1.08739
H 3.57808 0.63278 -0.75264
H 5.25718 0.68594 -1.13541
H 4.80405 -0.32773 -3.37008
H 4.39787 1.34589 -3.33150
H 2.70100 -1.22516 -3.35942
H 2.48023 0.06539 -4.46096
C -4.95145 2.49692 -2.93813
C -5.14636 3.06781 -1.54031
C -3.93849 3.02785 -0.60765
C -2.85378 2.11213 -1.02692
N -2.01100 1.40961 -1.35263
H -5.79909 2.63967 -3.60446
H -4.76646 1.42659 -2.86408
H -4.09527 3.02324 -3.36961
H -5.92677 2.46444 -1.05936
H -5.58603 4.06312 -1.45765
H -4.15978 2.75087 0.42911
H -3.41318 3.96899 -0.40629
C -0.23299 -4.44802 0.71325
C -1.64933 -4.51813 0.10621
C -1.89569 -3.54427 -1.03916
C -1.37797 -2.20651 -0.78419
N -1.00677 -1.14724 -0.58363
H 0.51911 -4.48819 -0.07861
H -0.09112 -5.20052 1.48251
H -0.05917 -3.47328 1.18025
H -2.36308 -4.28360 0.89637
H -1.79013 -5.54926 -0.21130
H -2.97553 -3.43824 -1.17219
H -1.51557 -3.91958 -1.99071
*
```

Calculated values
HOMO-LUMO gap = 8.60 eV
ΔE to the lowest compared entry with this formula, charge and spin = 131.2 kJ/mol
E_HOMO = -0.328 Eh
E_LUMO = -0.3 eV

=====

Entry 2:
Here is a single C2H5NO3S molecule at a distorted geometry from the OMol25 dataset. Energies are from ωB97M-V/def2-TZVPD.

ORCA input file:
```
! RIJCOSX wB97M-V def2-TZVPD def2/J DEFGRID3
* xyz 0 1
H -2.43934 -1.40051 -0.72440
N -1.58752 -0.87672 -0.52571
C -0.52843 -1.41344 -1.00254
O 0.69008 -0.82977 -0.75312
S 1.13826 0.13347 0.49839
C -0.00542 1.54307 0.51213
O 2.37964 0.55001 0.00571
O 1.12407 -0.60894 1.68776
H -0.39756 -2.49107 -1.33313
H 0.09026 1.86644 1.52867
H 0.48546 2.32106 -0.13725
H -0.94950 1.20640 0.24348
*
```

Calculated values
HOMO-LUMO gap = 12.00 eV
ΔE to the lowest compared entry with this formula, charge and spin = 207.3 kJ/mol
SMILES = [H]/N=C/OS(C)(=O)=O
E_HOMO = -0.412 Eh
E_LUMO = 0.8 eV

=====

Entry 3:
Here is a molecular structure, H27MnO15P at a distorted geometry from the OMol25 dataset. Energies are from ωB97M-V/def2-TZVPD.

ORCA input file:
```
! RIJCOSX wB97M-V def2-TZVPD def2/J DEFGRID3
* xyz 4 6
O -0.21547 3.00268 -1.45727
H -0.52254 2.22823 -0.98026
H -0.90264 3.66535 -1.35586
H 0.55103 3.31690 -0.97215
O 0.80377 -0.46919 3.29827
H 0.90344 -0.15927 2.39516
H -0.06251 -0.84254 3.47653
H 1.52002 -1.05760 3.54799
O 2.48617 -2.28168 0.24967
H 2.67853 -2.71903 1.08232
H 1.53194 -2.19661 0.18799
H 2.86028 -1.39778 0.26876
O -1.91072 1.33120 1.95079
H -2.36736 0.54273 2.25310
H -1.57947 1.25359 1.05310
H -1.21632 1.56904 2.56953
O -0.85161 -3.09529 1.34432
H -1.33583 -2.54151 1.96113
H -0.05693 -3.32262 1.83259
H -0.57273 -2.47907 0.66307
Mn 2.56574 1.51875 0.30264
P 0.35387 0.05712 -0.26010
O 1.51963 0.61205 -1.11273
O 0.12210 -1.52547 -0.17014
O -0.92479 0.87918 -0.38851
O 1.01716 0.48830 1.05730
O -0.06588 2.37296 3.42486
H 0.65666 2.59673 2.83827
H 0.19084 2.73764 4.27182
O 0.97630 1.27933 -3.55634
H 1.22598 0.52745 -4.09352
H 1.09747 0.98106 -2.65491
O -3.14940 2.08236 -1.22025
H -2.35865 1.64631 -0.90275
H -3.44378 2.61388 -0.48062
O 2.74531 -1.25381 -2.49422
H 1.95483 -1.78483 -2.59118
H 2.44618 -0.45537 -2.05920
O -0.25979 -2.79926 -2.51783
H -0.02794 -2.29687 -1.73675
H -1.14820 -2.51418 -2.73158
O -2.46219 -1.08617 -2.15771
H -1.75030 -0.65665 -1.68342
H -3.02221 -0.36784 -2.45201
*
```

Calculated values
HOMO-LUMO gap (spin up / spin down) = 4.78 / 4.21 eV
ΔE to the lowest compared entry with this formula, charge and spin = 772.2 kJ/mol
E_HOMO (spin up / spin down) = -0.783 / -0.783 Eh
E_LUMO (spin up / spin down) = -16.5 / -17.1 eV
⟨S²⟩ = 8.7537

=====

Entry 4:
Here is 2 unconnected molecules or ions with the total composition C4H7ClN at a distorted geometry from the OMol25 dataset. Energies are from ωB97M-V/def2-TZVPD.

ORCA input file:
```
! RIJCOSX wB97M-V def2-TZVPD def2/J DEFGRID3
* xyz 1 1
C -0.51433 -0.84695 1.03269
C -2.08214 0.78906 2.15396
C -0.51027 0.86268 -0.90051
C 0.81014 -0.34570 1.03886
N -0.02710 -0.37979 -0.21992
Cl -2.61889 0.03781 3.41059
H -1.01533 1.41999 -0.02363
H 0.31217 1.31112 -1.27429
H -1.20124 0.43874 -1.63122
H 1.04632 0.59016 1.34061
H -0.93871 -1.75390 1.31481
H 1.68581 -0.97770 1.00843
H 0.27433 -1.15548 -0.73298
*
```

Calculated values
HOMO-LUMO gap (spin up / spin down) = 8.16 / 7.26 eV
ΔE to the lowest compared entry with this formula, charge and spin = 733.5 kJ/mol
E_HOMO (spin up / spin down) = -0.483 / -0.460 Eh
E_LUMO (spin up / spin down) = -5.0 / -5.2 eV

=====

Entry 5:
Here is a single C10H13B molecule at a distorted geometry from the OMol25 dataset. Energies are from ωB97M-V/def2-TZVPD.

ORCA input file:
```
! RIJCOSX wB97M-V def2-TZVPD def2/J DEFGRID3
* xyz 0 1
B 0.61511 -0.31416 -1.28373
C 1.09545 0.81653 1.11876
C 1.98175 0.11032 0.34460
C 2.08921 0.42544 -1.17934
C 2.14106 -1.38245 0.36782
C -1.48154 1.31722 0.93293
C 0.96573 -1.66395 -0.68081
C -0.05133 1.57029 0.31145
C -1.94465 0.60971 -0.30574
C -0.49569 0.67430 -0.79364
C -2.50316 -0.88886 -0.25135
H 0.99909 0.60624 2.21183
H 2.84612 -0.09983 -1.63860
H 2.04410 1.50301 -1.45072
H 3.01723 -1.81789 -0.06141
H 1.92935 -1.95260 1.31837
H -1.30168 0.67068 1.83959
H -2.06222 2.26001 1.20630
H 0.30451 -2.56144 -0.49486
H 0.10913 2.57906 -0.14298
H -2.56517 1.35485 -0.85953
H -1.83011 -1.63774 -0.69798
H -3.55735 -1.02983 -0.65167
H -2.34496 -1.14892 0.84070
*
```

Calculated values
HOMO-LUMO gap (spin up / spin down) = 7.50 / 6.83 eV
ΔE to the lowest compared entry with this formula, charge and spin = 369.2 kJ/mol
E_HOMO (spin up / spin down) = -0.277 / -0.265 Eh
E_LUMO (spin up / spin down) = 0.0 / -0.4 eV

=====

Entry 6:
Here is a single C4H8N2S molecule at a distorted geometry from the OMol25 dataset. Energies are from ωB97M-V/def2-TZVPD.

ORCA input file:
```
! RIJCOSX wB97M-V def2-TZVPD def2/J DEFGRID3
* xyz 0 1
C 2.34208 -1.05705 0.54451
C 1.69900 -0.41755 -0.48141
N 1.02405 0.84864 -0.10907
C -0.19417 0.60752 -0.03690
C -1.18064 1.74008 0.19353
N -0.88312 -0.56548 -0.47994
S -2.39403 -1.01129 0.20324
H 2.54862 -0.70387 1.68633
H 2.92368 -1.97748 0.27741
H 1.89004 -0.79334 -1.66736
H -1.59712 1.50851 1.29817
H -0.72664 2.74908 0.15275
H -2.03252 1.53815 -0.52042
H -0.17549 -1.42422 -0.09887
H -3.24373 -1.04171 -0.96198
*
```

Calculated values
HOMO-LUMO gap = 9.68 eV
ΔE to the lowest compared entry with this formula, charge and spin = 391.4 kJ/mol
SMILES = C=C/N=C(/C)NS
E_HOMO = -0.330 Eh
E_LUMO = 0.7 eV

=====

Entry 7:
Here is 3 unconnected molecules or ions with the total composition H6O3 at a distorted geometry from the OMol25 dataset. Energies are from ωB97M-V/def2-TZVPD.

ORCA input file:
```
! RIJCOSX wB97M-V def2-TZVPD def2/J DEFGRID3
* xyz 0 1
O -0.78049 -0.96280 2.75852
H -1.58339 -1.42895 2.52552
H -0.37750 -0.74413 1.91827
O 0.80503 0.87948 -2.27709
H 0.88809 1.78337 -1.97324
H 1.53047 0.76505 -2.89100
O -0.19326 -0.09788 0.36891
H -0.65411 0.46105 -0.25674
H 0.36516 -0.65519 -0.17314
*
```

Calculated values
HOMO-LUMO gap = 10.84 eV
ΔE to the lowest compared entry with this formula, charge and spin = 45.3 kJ/mol
SMILES = O.O.O
E_HOMO = -0.383 Eh
E_LUMO = 0.4 eV

=====

Entry 8:
Here is 9 unconnected molecules or ions with the total composition C21H45Br16NO2 at a distorted geometry from the OMol25 dataset. Energies are from ωB97M-V/def2-TZVPD.

ORCA input file:
```
! RIJCOSX wB97M-V def2-TZVPD def2/J DEFGRID3
* xyz 0 1
C 5.18767 0.45531 3.11135
C 3.70975 0.44735 2.69382
O 3.08128 1.61006 3.21522
C 1.83473 1.95614 2.65815
O 0.74771 1.71051 3.50578
C 0.51756 0.35368 3.83167
C 0.05882 -0.51262 2.64993
N -0.79011 0.19609 1.68872
H 5.82227 0.18423 2.27363
H 5.42431 1.45072 3.47842
H 5.33019 -0.24803 3.92762
H 3.24666 -0.45914 3.09497
H 3.61072 0.39828 1.60626
H 1.83404 3.03503 2.50092
H 1.71218 1.46901 1.68401
H 1.40832 -0.09151 4.28181
H -0.25461 0.34572 4.60003
H 0.93154 -0.90531 2.12337
H -0.47274 -1.39149 3.02051
H -0.32165 0.28119 0.79869
H -1.04696 1.11661 2.01668
Br -2.95003 1.41134 -2.50205
C -3.48454 0.87935 -0.70574
C -4.01611 2.05945 0.06169
Br -2.55315 3.21271 0.61396
H -2.61322 0.43540 -0.23220
H -4.25040 0.11860 -0.83706
H -4.50002 1.72859 0.97726
H -4.70359 2.66894 -0.51588
Br -4.01657 -3.11948 -0.25572
C -4.00101 -3.78272 1.57463
C -4.29040 -2.68567 2.56063
Br -2.74891 -1.51418 2.76292
H -3.02405 -4.22686 1.73331
H -4.76515 -4.55574 1.61049
H -4.48148 -3.10245 3.54753
H -5.12756 -2.06206 2.26172
Br 0.40339 -1.19890 -1.88748
C -0.40871 -1.87472 -3.51877
C -1.46381 -2.90351 -3.22068
Br -0.67418 -4.62640 -2.76631
H 0.38795 -2.26168 -4.14431
H -0.84679 -0.99839 -3.99106
H -2.07672 -3.09251 -4.09943
H -2.09715 -2.61245 -2.38899
Br 0.48463 1.81530 -5.27816
C -0.92197 1.76986 -6.62177
C -1.86091 0.61107 -6.41676
Br -1.08459 -1.09223 -6.95352
H -0.42913 1.75942 -7.58921
H -1.46642 2.70387 -6.50091
H -2.74838 0.72979 -7.03378
H -2.15626 0.50057 -5.37761
Br -0.51059 4.33087 -2.51667
C 0.71078 5.72764 -1.93700
C 1.44282 5.34490 -0.67894
Br 0.32550 5.48403 0.91184
H 0.12490 6.63285 -1.81721
H 1.41585 5.85578 -2.75526
H 2.27153 6.02724 -0.50343
H 1.81309 4.32557 -0.71109
Br -6.18414 0.72339 3.39558
C -6.53453 0.41300 5.28323
C -6.56638 -1.05527 5.60926
Br -8.19594 -1.90928 4.97773
H -7.46831 0.91465 5.51307
H -5.71936 0.89795 5.81541
H -6.55312 -1.20565 6.68620
H -5.73898 -1.59255 5.15840
Br 4.81509 -3.37605 5.32893
C 6.65629 -4.00102 5.41814
C 7.63378 -2.87282 5.22991
Br 7.72064 -2.30477 3.37284
H 6.76148 -4.77167 4.66217
H 6.76841 -4.44127 6.40625
H 8.64094 -3.19098 5.48898
H 7.36883 -1.99644 5.81205
Br 4.10430 -1.28237 -10.26533
C 3.93949 -0.57606 -8.45925
C 2.55642 -0.05105 -8.18605
Br 2.24718 1.65834 -9.06310
H 4.70308 0.18686 -8.35178
H 4.16299 -1.41020 -7.79830
H 2.42247 0.14045 -7.12289
H 1.77900 -0.72227 -8.53197
*
```

Calculated values
HOMO-LUMO gap = 9.03 eV
SMILES = CCOCOCCN.BrCCBr.BrCCBr.BrCCBr.BrCCBr.BrCCBr.BrCCBr.BrCCBr.BrCCBr
E_HOMO = -0.319 Eh
E_LUMO = 0.3 eV

=====

Entry 9:
Here is a gas-phase ion, C9H11N2 (charge +1) at a distorted geometry from the OMol25 dataset. Energies are from ωB97M-V/def2-TZVPD.

ORCA input file:
```
! RIJCOSX wB97M-V def2-TZVPD def2/J DEFGRID3
* xyz 1 1
C 2.16156 -0.46527 0.79148
N 0.69349 -0.43514 0.84779
C 0.20981 0.36596 2.32893
N 0.24900 -1.77956 1.00981
C -0.60820 -2.05024 0.08592
C -0.94893 -0.80916 -0.69607
C -1.68627 -0.55950 -1.84449
C -1.63941 0.75819 -2.29390
C -0.87587 1.74614 -1.71262
C 0.06876 1.39694 -0.68216
C -0.00056 0.10332 -0.21392
H 2.58354 -1.31023 1.46465
H 2.52230 -0.73945 -0.28330
H 2.68718 0.53736 1.09663
H -0.56229 1.18810 2.21305
H -0.21089 -0.35589 3.10435
H 1.13307 0.83445 2.66370
H -1.05918 -2.99592 0.02957
H -2.39422 -1.25866 -2.33808
H -2.42946 1.10199 -3.03582
H -0.78420 2.71006 -2.26176
H 0.89077 2.01651 -0.27376
*
```

Calculated values
HOMO-LUMO gap = 9.55 eV
ΔE to the lowest compared entry with this formula, charge and spin = 303.4 kJ/mol
SMILES = C[N+]1(C)N=Cc2ccccc21
E_HOMO = -0.500 Eh
E_LUMO = -4.1 eV

=====

Entry 10:
Here is a molecular structure, C6H13CuO5 at a distorted geometry from the OMol25 dataset. Energies are from ωB97M-V/def2-TZVPD.

ORCA input file:
```
! RIJCOSX wB97M-V def2-TZVPD def2/J DEFGRID3
* xyz 0 3
O -1.31088 -1.53902 -0.97617
C -0.58408 -0.38769 -1.24020
C -0.64205 0.59836 -0.07533
O -2.01736 0.71026 0.29004
C -2.33916 1.18990 1.59506
C -3.75253 0.69006 1.89881
O -3.88203 -0.66824 1.63029
Cu -2.75993 -1.12430 0.17353
H -0.94970 0.12609 -2.15216
H -0.23382 1.58505 -0.34404
H -0.08260 0.20405 0.79145
H -2.27119 2.28818 1.62591
H -1.61903 0.76373 2.31502
H -4.46561 1.29189 1.29845
H -3.96117 0.92642 2.96008
H 0.51551 -0.61019 -1.45818
O 3.24539 -2.29097 -1.50287
C 3.68361 0.15653 -0.16006
O 3.55856 0.01792 -1.56369
C 2.88993 -1.07692 -2.01881
H 4.12608 1.14056 0.02535
H 2.69685 0.10737 0.32796
H 4.34162 -0.61820 0.26240
H 2.86703 -1.08912 -3.11108
H 2.94654 -2.39170 -0.59175
*
```

Calculated values
HOMO-LUMO gap (spin up / spin down) = 7.85 / 7.41 eV
ΔE to the lowest compared entry with this formula, charge and spin = 0.0 kJ/mol
E_HOMO (spin up / spin down) = -0.272 / -0.333 Eh
E_LUMO (spin up / spin down) = 0.5 / -1.7 eV
⟨S²⟩ = 2.0054

=====

Entry 11:
Here is 2 unconnected molecules or ions with the total composition C4H11NO4S at a distorted geometry from the OMol25 dataset. Energies are from ωB97M-V/def2-TZVPD.

ORCA input file:
```
! RIJCOSX wB97M-V def2-TZVPD def2/J DEFGRID3
* xyz 0 1
C -0.13383 -1.79735 -0.63554
C -1.43830 -0.31832 1.70164
C 0.45051 1.25204 1.26810
C 0.18631 -0.48890 -0.10590
N -0.23228 0.03986 0.95460
O 2.57813 -0.59562 -0.21863
O 1.49178 -0.64432 -2.49754
O 1.63958 1.43542 -1.32445
O -0.94479 1.36175 -1.41866
S 1.65179 0.00346 -1.22053
H 0.66783 -2.23346 -1.28307
H -0.97512 -1.72219 -1.19679
H -0.50751 -2.53899 0.13837
H -2.20175 0.37489 1.26576
H -1.60141 -1.46868 1.52638
H -1.32775 -0.07904 2.74547
H -0.11433 2.14303 0.97281
H 0.66122 1.24992 2.34639
H 1.45759 1.15272 0.77772
H -1.25629 1.31874 -2.31031
H -0.05139 1.55504 -1.48582
*
```

Calculated values
HOMO-LUMO gap = 10.41 eV
ΔE to the lowest compared entry with this formula, charge and spin = 140.9 kJ/mol
E_HOMO = -0.371 Eh
E_LUMO = 0.3 eV

=====

Entry 12:
Here is 2 unconnected molecules or ions with the total composition C6H8N2 at a distorted geometry from the OMol25 dataset. Energies are from ωB97M-V/def2-TZVPD.

ORCA input file:
```
! RIJCOSX wB97M-V def2-TZVPD def2/J DEFGRID3
* xyz 0 1
C -2.36309 -1.68427 -0.61882
C -1.95140 -0.55199 -0.11188
C -2.12892 0.53410 0.61931
N -1.63771 1.63379 0.91661
H -3.28996 -2.19956 -0.32656
H -1.66148 -2.25180 -1.24231
H -2.23237 2.16281 1.58117
N 0.47437 -0.49852 -1.30677
C 1.24815 -0.02480 -0.47637
C 2.04074 1.23154 -0.18001
C 2.03595 -0.04370 0.67322
H 0.36446 -1.46872 -1.30204
H 1.38698 2.14404 0.15376
H 2.93144 1.46439 -0.75400
H 3.09224 -0.46825 0.65278
H 1.69059 0.02094 1.72190
*
```

Calculated values
HOMO-LUMO gap = 8.90 eV
ΔE to the lowest compared entry with this formula, charge and spin = 543.2 kJ/mol
SMILES = C=C=C=N.N=C1CC1
E_HOMO = -0.319 Eh
E_LUMO = 0.2 eV

=====

The records above give, respectively, DFT total energy values of -2567.45283; -757.82195; -2635.32207; -671.02148; -413.44416; -664.78371; -229.30782; -42216.59260; -458.71481; -2252.92056; -912.83285; -342.72705 Ha.
The records above give, respectively, M values of 499.63; 123.13; 353.11; 104.56; 144.03; 116.19; 54.05; 1622.06; 147.20; 228.71; 169.20; 108.14 g/mol.